Formula: C15H18N5O2
Source: OMol25
Level of theory: the ωB97M-V functional and the def2-TZVPD basis

Computed properties:
Orbital gap   7.80 eV
Largest force on an atom   7.0 eV Å⁻¹
E_tot   -27380.901 eV
Charge   +1
Energy above the lowest of the compared OMol25 structures with the same formula, charge and spin   228.0 kJ/mol

Each line ends with the natural charge from an NBO analysis.
Atoms and positions in Å:
O (-3.062, 2.145, 4.477)  -0.353
O (-1.745, 2.759, 6.132)  -0.345
N (-1.380, 0.813, 2.341)  -0.419
C (-0.795, -0.073, 1.420)  0.494
C (-1.728, 1.127, -0.534)  0.034
C (-1.398, 1.101, -1.906)  -0.076
C (-0.103, -0.425, -0.953)  0.274
C (0.188, -0.870, 5.808)  -0.201
C (0.378, -1.429, 4.556)  -0.217
C (-0.652, 0.150, 5.991)  -0.170
C (-1.066, 0.235, 3.627)  0.131
C (-0.280, -0.916, 3.476)  0.140
C (-1.252, 0.836, 4.971)  0.058
N (-0.932, 0.167, 0.059)  -0.340
N (-0.157, -1.091, 2.117)  -0.347
N (-2.060, 1.949, 5.228)  0.477
N (-0.303, 0.181, -2.062)  -0.268
C (0.485, -2.297, 1.570)  -0.411
C (2.278, 0.727, -6.383)  -0.609
C (0.249, -0.341, -3.307)  -0.216
C (1.129, 0.447, -5.509)  -0.386
C (1.364, 0.468, -3.955)  -0.447
H (-2.501, 1.721, -0.025)  0.298
H (-1.933, 1.623, -2.640)  0.262
H (0.448, -1.346, -0.694)  0.256
H (0.753, -1.348, 6.585)  0.239
H (1.069, -2.269, 4.559)  0.232
H (-0.838, 0.553, 7.044)  0.262
H (0.477, -2.967, 2.348)  0.239
H (-0.217, -2.774, 0.812)  0.207
H (1.440, -2.077, 1.058)  0.213
H (1.877, 0.637, -7.413)  0.231
H (2.647, 1.774, -6.249)  0.212
H (3.103, 0.066, -6.214)  0.205
H (-0.774, -0.266, -3.873)  0.228
H (0.548, -1.437, -3.223)  0.244
H (0.609, -0.426, -5.886)  0.206
H (0.429, 1.276, -5.781)  0.203
H (2.340, 0.059, -3.961)  0.232
H (1.365, 1.536, -3.613)  0.229

***

Formula: C15H18O
Source: OMol25
Level of theory: the ωB97M-V functional and the def2-TZVPD basis

Computed properties:
Orbital gap   9.09 eV
Largest force on an atom   6.3 eV Å⁻¹
E_tot   -17891.317 eV
Charge   0
Energy above the lowest of the compared OMol25 structures with the same formula, charge and spin   323.8 kJ/mol

Each line ends with the natural charge from an NBO analysis.
Atoms and positions in Å:
C (-3.316, -2.627, -3.644)  -0.630
C (-0.567, -0.975, -0.962)  -0.197
C (-1.366, 0.016, -1.620)  -0.209
C (-0.511, -2.375, -1.103)  -0.223
C (-2.277, -0.600, -2.550)  -0.184
C (-1.557, -2.823, -1.964)  -0.189
C (-2.375, -1.976, -2.619)  -0.084
H (0.161, -0.504, -0.420)  0.197
H (-1.347, 1.045, -1.473)  0.218
H (0.020, -3.035, -0.415)  0.226
H (-2.757, 0.129, -3.290)  0.211
H (-1.653, -3.923, -1.975)  0.206
H (-3.677, -3.488, -3.054)  0.213
H (-2.641, -3.039, -4.544)  0.217
H (-4.291, -2.174, -4.033)  0.227
C (2.559, 0.147, 3.401)  -0.430
C (2.015, -1.150, 3.801)  -0.592
C (1.947, 0.733, 2.194)  -0.066
C (0.582, 1.134, 2.333)  -0.171
C (2.569, 1.313, 1.034)  -0.161
C (-0.141, 1.804, 1.362)  -0.298
C (2.026, 2.153, 0.057)  -0.284
C (0.606, 2.335, 0.270)  0.322
O (-0.108, 3.215, -0.562)  -0.691
H (2.517, 0.900, 4.247)  0.211
H (3.643, -0.108, 3.245)  0.213
H (0.985, -1.275, 3.666)  0.207
H (0.071, 1.013, 3.393)  0.211
H (3.535, 1.120, 0.860)  0.195
H (-1.204, 2.233, 1.257)  0.207
H (2.577, 2.547, -0.808)  0.242
H (-0.999, 3.415, -0.133)  0.474
H (2.147, -1.349, 4.901)  0.211
H (2.604, -1.888, 3.132)  0.204

***

Formula: C15H18OS4TeZr
Source: OMol25
Level of theory: the ωB97M-V functional and the def2-TZVPD basis

Computed properties:
Orbital gap   6.16 eV
Largest force on an atom   3.2 eV Å⁻¹
E_tot   -69811.687 eV
Charge   0

Each line ends with the natural charge from an NBO analysis.
Atoms and positions in Å:
Zr (-0.138, -0.179, -0.852)  0.815
C (0.874, 2.428, 1.027)  -0.649
C (0.342, 1.032, 1.234)  -0.075
C (-1.054, 0.813, 1.286)  -0.038
C (-2.011, 1.978, 1.340)  -0.643
C (-1.553, -0.506, 1.244)  -0.047
C (-3.033, -0.772, 1.111)  -0.650
C (-0.659, -1.600, 1.303)  0.036
C (-1.199, -2.997, 1.421)  -0.673
C (0.733, -1.378, 1.258)  -0.044
C (1.663, -2.561, 1.124)  -0.650
C (1.240, -0.062, 1.289)  -0.021
C (2.728, 0.173, 1.338)  -0.652
H (1.058, 2.938, 1.975)  0.235
H (0.162, 3.022, 0.451)  0.249
H (1.808, 2.401, 0.461)  0.245
H (-2.296, 2.301, 0.332)  0.252
H (-1.572, 2.826, 1.861)  0.236
H (-2.916, 1.701, 1.876)  0.236
H (-3.505, -0.881, 2.090)  0.231
H (-3.197, -1.689, 0.544)  0.261
H (-3.530, 0.039, 0.581)  0.238
H (-1.388, -3.407, 0.422)  0.282
H (-2.132, -3.004, 1.976)  0.230
H (-0.501, -3.647, 1.940)  0.228
H (1.948, -2.958, 2.101)  0.236
H (2.573, -2.289, 0.592)  0.239
H (1.177, -3.358, 0.561)  0.254
H (3.151, 0.214, 0.328)  0.257
H (3.226, -0.629, 1.877)  0.234
H (2.966, 1.104, 1.848)  0.235
O (1.251, 2.155, -6.998)  -0.554
C (1.054, 1.830, -5.865)  0.195
S (-0.374, 2.299, -4.935)  0.343
C (0.056, 1.497, -3.419)  -0.384
C (1.233, 0.824, -3.408)  -0.385
S (1.978, -0.040, -2.099)  -0.148
S (2.166, 0.845, -4.909)  0.343
S (-1.084, 1.706, -2.124)  -0.152
Te (-1.241, -2.166, -2.185)  -0.343

***

Formula: C15H19AsBrF2N6SZn
Source: OMol25
Level of theory: the ωB97M-V functional and the def2-TZVPD basis

Computed properties:
Orbital gap   8.81 eV
Largest force on an atom   0.2 eV Å⁻¹
E_tot   -220369.152 eV
Charge   +1
Energy above the lowest of the compared OMol25 structures with the same formula, charge and spin   0.0 kJ/mol

Each line ends with the natural charge from an NBO analysis.
Atoms and positions in Å:
Zn (-0.368, -0.084, 0.285)  1.480
N (1.499, -1.470, 3.810)  -0.319
C (0.475, -1.522, 2.961)  0.225
N (0.770, -0.797, 1.899)  -0.631
C (2.015, -0.310, 2.169)  0.297
N (2.494, -0.706, 3.322)  -0.227
C (2.710, 0.558, 1.219)  0.091
C (4.013, 0.998, 1.418)  0.047
N (4.623, 1.765, 0.524)  -0.344
C (3.934, 2.078, -0.566)  0.011
C (2.630, 1.639, -0.766)  0.006
N (2.013, 0.885, 0.134)  -0.427
H (1.597, -1.914, 4.709)  0.438
H (-0.438, -2.069, 3.130)  0.238
H (4.562, 0.721, 2.309)  0.224
H (4.429, 2.695, -1.306)  0.216
H (2.080, 1.886, -1.665)  0.222
F (-0.093, 0.947, -2.318)  -0.425
C (-0.316, -0.316, -1.719)  -0.008
F (-1.551, -0.721, -2.224)  -0.400
H (0.417, -0.969, -2.200)  0.131
Br (-5.250, -4.893, 0.342)  0.136
C (-3.899, -3.600, 0.499)  -0.040
C (-4.191, -2.345, 1.007)  -0.277
C (-3.162, -1.424, 1.098)  0.062
N (-1.910, -1.691, 0.723)  -0.571
C (-1.648, -2.906, 0.234)  0.054
C (-2.603, -3.895, 0.106)  -0.263
H (-5.191, -2.087, 1.322)  0.247
H (-3.339, -0.428, 1.487)  0.221
H (-0.626, -3.091, -0.078)  0.209
H (-2.344, -4.863, -0.298)  0.249
C (-3.156, 2.174, -1.485)  -0.971
As (-2.065, 3.019, -0.154)  1.493
C (-0.600, 3.879, -1.043)  -0.972
C (-3.121, 4.400, 0.655)  -0.964
S (-1.413, 1.721, 1.407)  -0.792
H (-3.428, 2.925, -2.227)  0.252
H (-4.054, 1.786, -1.008)  0.252
H (-2.605, 1.365, -1.958)  0.283
H (-0.981, 4.649, -1.713)  0.252
H (-0.061, 3.124, -1.607)  0.270
H (0.045, 4.323, -0.288)  0.256
H (-3.463, 5.097, -0.108)  0.252
H (-2.508, 4.920, 1.388)  0.260
H (-3.973, 3.943, 1.155)  0.258